This record from the OMol25 dataset describes a 2-piece molecular cluster, C3H7O3 overall. The level of theory is ωB97M-V/def2-TZVPD.

Results
2S+1 ... 1
E_HOMO ... -4.47 eV
Net charge ... -1
Energy above the lowest of the compared OMol25 structures with the same formula, charge and spin ... 13.8 kcal per mole
Kohn-Sham gap ... 8.79 eV
Max |F| ... 0.01310 Eh/bohr
LUMO level ... 4.32 eV

Structure (XYZ):
```
13
Properties=species:S:1:pos:R:3:forces:R:3:nbo_charge:R:1
C -0.761 -2.329 -0.965 0.0 -0.3 -0.6 -0.73
C -0.585 -0.829 -0.687 0.2 0.1 0.2 0.77
O -0.385 -0.485 0.516 -0.2 -0.3 -0.2 -0.81
O -0.624 -0.088 -1.682 0.0 0.1 -0.1 -0.76
H -1.264 -2.886 -0.178 0.1 0.1 0.2 0.19
H 0.210 -2.798 -1.177 -0.1 0.2 0.3 0.20
H -1.330 -2.423 -1.893 -0.1 -0.1 0.1 0.20
C 1.115 2.141 1.049 -0.6 0.0 -0.1 -0.24
O -0.290 2.070 1.115 -0.1 0.4 0.1 -0.79
H -0.543 1.161 0.804 0.3 0.0 0.0 0.51
H 1.489 1.181 0.711 0.3 -0.2 -0.1 0.19
H 1.449 2.922 0.349 0.0 -0.1 0.1 0.14
H 1.518 2.364 2.038 0.2 0.1 0.1 0.13
```
Forces are in eV/Å.